Entry 1:
DFT (wB97M-V/def2-TZVPD) results for BrH4O3V as an isolated structure.

```
9
Properties=species:S:1:pos:R:3:forces:R:3:nbo_charge:R:1
Br 1.293333 -0.775310 -0.826223 2.36 0.21 0.33 -0.199
V 3.676682 -0.223874 -0.140769 -3.26 0.73 0.64 1.550
O 3.310961 0.839124 0.908448 0.98 -0.99 -0.97 -0.352
O -2.407094 -0.799854 -1.693547 0.04 -0.03 -0.03 -0.917
O -0.661421 0.421293 1.934305 0.13 -0.21 0.03 -0.932
H -1.693820 -1.132595 -1.144121 -0.07 -0.05 0.12 0.454
H -0.069913 0.613483 1.204698 -0.04 0.20 -0.05 0.450
H -1.379366 1.055501 1.856728 -0.10 0.05 0.01 0.483
H -2.069362 0.002232 -2.099519 -0.04 0.09 -0.07 0.464
```
Forces are in eV/Å.

Properties
**Spin multiplicity**: 2
**Total charge**: +1
**Strongest force on any atom**: 3.40 eV/Å
**M**: 182.9 g mol⁻¹
**LUMO (spin up / spin down)**: -9.3 / -7.6 eV
**Energy**: -3745.761415 Ha
**Energy above the lowest of the compared OMol25 structures with the same formula, charge and spin**: 2.5 kcal per mole
**Expectation value of S²**: 1.08



Entry 2:
DFT (wB97M-V/def2-TZVPD) results for BrH6LiO3 as an isolated structure.

```
11
Properties=species:S:1:pos:R:3:forces:R:3:nbo_charge:R:1
Br 0.515613 -0.992644 -0.408463 1.09 -0.21 -0.94 -0.908
O 1.706997 2.056161 0.012672 0.46 0.49 0.16 -0.950
O -2.234864 -2.804389 -0.351949 -0.54 -0.36 -0.15 -0.957
O -1.083266 1.906426 1.232970 -0.43 0.21 0.11 -0.941
Li 2.472899 -1.335777 -2.231500 -0.98 0.14 0.91 0.947
H 2.202305 2.319347 -0.762977 0.08 0.21 -0.13 0.451
H 1.281791 1.236870 -0.240694 -0.29 -0.50 -0.03 0.478
H -0.523565 1.910210 2.009467 0.19 0.04 0.11 0.465
H -1.389512 -2.400574 -0.548268 0.35 0.28 -0.05 0.480
H -2.172694 -3.055360 0.569665 0.00 -0.02 0.20 0.462
H -0.775703 1.159731 0.719077 0.07 -0.28 -0.19 0.472
```
Forces are in eV/Å.

Properties
**Spin multiplicity**: 1
**Strongest force on any atom**: 1.45 eV/Å
**M**: 140.9 g mol⁻¹
**LUMO**: -1.9 eV
**Energy**: -2810.898851 Ha
**Energy above the lowest of the compared OMol25 structures with the same formula, charge and spin**: 46.9 kcal per mole



Entry 3:
DFT (wB97M-V/def2-TZVPD) results for BrH6NSi2 as an isolated structure.

```
10
Properties=species:S:1:pos:R:3:forces:R:3:nbo_charge:R:1
Br 3.073279 0.323911 0.902340 0.56 0.06 -0.14 -0.301
Si -1.442153 -0.606804 -0.147063 0.52 -1.29 0.46 1.144
Si 1.187258 0.870769 -0.064760 -1.97 0.15 -0.67 1.110
N 0.056767 -0.338678 0.574544 2.75 0.74 0.30 -1.522
H -2.179628 0.562150 -0.206581 -1.14 1.83 -0.14 -0.199
H -1.069027 -1.035627 -1.444126 -0.43 -0.66 -1.50 -0.209
H 0.616746 2.153429 0.712890 0.91 -0.98 -1.55 -0.130
H 1.261118 0.801106 -1.959452 -0.06 0.36 3.29 -0.135
H -2.074707 -1.570334 0.711284 -0.65 -0.69 0.14 -0.183
H 0.570347 -1.159922 0.920922 -0.50 0.48 -0.20 0.426
```
Forces are in eV/Å.

Properties
**Spin multiplicity**: 1
**Strongest force on any atom**: 3.31 eV/Å
**M**: 156.1 g mol⁻¹
**LUMO**: 0.5 eV
**Energy**: -3211.354477 Ha
**Energy above the lowest of the compared OMol25 structures with the same formula, charge and spin**: 38.8 kcal per mole



Entry 4:
DFT (wB97M-V/def2-TZVPD) results for BrH8LiO4 as an isolated structure.

```
14
Properties=species:S:1:pos:R:3:forces:R:3:nbo_charge:R:1
Br -4.605262 -7.551876 18.143689 0.07 0.35 -0.18 -0.909
O -1.374455 -8.585594 15.618480 0.28 0.15 -0.21 -0.932
O -4.445802 -4.154767 16.728589 -0.31 0.21 -0.07 -0.971
O -3.657367 -6.440500 14.815664 0.08 0.16 -0.21 -0.971
O -1.591944 -5.752610 17.283563 0.13 0.18 -0.12 -0.973
Li -3.564802 -5.847033 16.818549 0.10 -0.48 0.06 0.844
H -0.751817 -8.598393 16.353940 -0.17 -0.04 -0.02 0.468
H -4.260176 -3.250502 16.456474 -0.06 -0.12 0.01 0.492
H -0.886340 -5.220209 16.894956 -0.11 -0.07 0.22 0.486
H -3.059963 -6.493673 14.059965 -0.18 -0.01 0.08 0.487
H -5.401229 -4.286767 16.639440 0.23 0.06 0.14 0.503
H -4.468255 -6.893379 14.547290 0.21 -0.11 0.23 0.504
H -1.381835 -5.866890 18.221450 -0.14 -0.07 -0.21 0.508
H -1.618729 -7.656769 15.531013 -0.15 -0.21 0.28 0.464
```
Forces are in eV/Å.

Properties
**Spin multiplicity**: 1
**Strongest force on any atom**: 0.50 eV/Å
**M**: 158.9 g mol⁻¹
**LUMO**: -0.5 eV
**Energy**: -2887.405145 Ha
**Energy above the lowest of the compared OMol25 structures with the same formula, charge and spin**: 3.6 kcal per mole